No. 1
Molecular formula: C4H33CuHfNO20S2
Method: DFT, the ωB97M-V functional and the def2-TZVPD basis

```
! wB97M-V def2-TZVPD RIJCOSX def2/J DEFGRID3
* xyz 1 1
Hf -22.8004 -23.6407 -17.2104
Cu -27.4309 -23.5962 -18.0038
S -24.6097 -21.3768 -18.0162
O -24.8752 -22.6722 -17.4856
O -25.2112 -21.1775 -19.2931
O -24.9255 -20.3641 -17.0409
O -23.2245 -21.7087 -18.1760
S -25.6231 -26.0275 -16.8577
O -26.8115 -25.1867 -16.6595
O -24.4254 -25.1388 -16.8680
O -25.3911 -26.9598 -15.7768
O -25.6118 -26.7215 -18.1050
C -29.6552 -32.2873 -17.5947
C -29.0355 -31.6506 -18.8502
C -27.5080 -31.3385 -18.6690
O -27.3927 -30.2339 -17.7218
C -26.0676 -29.9613 -17.1588
N -29.1326 -32.5992 -19.9262
H -29.5052 -31.6588 -16.7168
H -29.3127 -33.2647 -17.2549
H -30.7341 -32.2138 -17.7312
H -29.5466 -30.7454 -19.1780
H -27.0669 -31.0693 -19.6287
H -27.0116 -32.2761 -18.4190
H -26.3138 -29.3167 -16.3150
H -25.3927 -29.5030 -17.8817
H -25.6203 -30.8662 -16.7476
H -30.0702 -32.9539 -19.8031
H -28.5381 -33.3868 -19.7108
O -26.7003 -24.6587 -13.8413
H -26.8144 -24.9754 -14.7374
H -25.9542 -25.1548 -13.5046
O -27.1233 -27.8940 -14.2375
H -26.3496 -27.6815 -14.7594
H -27.8414 -27.4374 -14.6757
O -23.9722 -25.6895 -13.7576
H -24.2419 -26.4099 -14.3272
H -23.0592 -25.5256 -13.9939
O -23.3858 -27.9239 -18.9758
H -24.2981 -27.6769 -18.8244
H -23.2044 -28.5905 -18.3133
O -23.7046 -24.0124 -19.4715
H -24.6272 -24.1757 -19.6674
H -23.3044 -23.8435 -20.3245
O -27.4834 -28.0712 -19.5794
H -26.7455 -27.5346 -19.2899
H -27.5668 -28.7474 -18.9070
O -29.0356 -26.3380 -15.9034
H -29.3487 -26.7315 -16.7179
H -28.2019 -25.9307 -16.1387
O -22.9371 -28.0534 -15.6135
H -23.7771 -27.6508 -15.8336
H -22.2857 -27.5013 -16.0459
O -26.3472 -24.9121 -19.6684
H -26.0353 -25.6780 -19.1864
H -26.5477 -25.2444 -20.5433
O -22.1587 -25.7072 -18.2136
H -22.7088 -26.4467 -18.4720
H -21.3442 -25.8322 -18.7007
O -23.9460 -23.2040 -15.1650
H -24.5858 -22.4994 -15.0631
H -24.1190 -23.7932 -14.4308
*
```

Properties
* energy relative to the best compared isomer or geometry (same formula, charge and spin): 44.9 kcal/mol
* total energy: -114733.014 eV
* HOMO-LUMO gap: 3.377 eV

No. 2
Molecular formula: C4H33NO11S2
Method: DFT, the ωB97M-V functional and the def2-TZVPD basis

```
! wB97M-V def2-TZVPD RIJCOSX def2/J DEFGRID3
* xyz 0 1
C -0.8111 1.9890 -2.2593
C -0.2320 0.7372 -1.6267
N -1.2169 0.0540 -0.7900
C -0.6660 -0.5896 0.3918
C -1.7089 -1.3746 1.1780
S -3.0061 -0.3211 1.8360
S -4.6685 -0.0876 0.7023
H -0.0197 2.6295 -2.6600
H -1.5431 2.5339 -1.6653
H -1.3599 1.8587 -3.2054
H 0.5937 1.0725 -0.9873
H 0.1298 0.0158 -2.3531
H -2.1022 0.4874 -0.5753
H 0.0142 -1.3166 -0.0124
H -0.0493 0.0429 1.0376
H -2.0568 -2.1691 0.5169
H -1.3173 -1.8306 2.0857
H -4.2205 0.4425 -0.4538
O -3.7545 -1.5301 -1.7759
H -2.8044 -1.5553 -1.5679
H -4.0107 -2.3803 -1.4052
O 2.5021 -3.4958 -0.4309
H 2.2791 -4.3262 -0.0215
H 2.3759 -2.6319 0.0016
O -2.7483 2.8861 1.6680
H -3.6189 2.5291 1.4538
H -2.2547 2.6479 0.9005
O 0.0137 2.8033 1.9094
H -0.8167 2.4850 2.2959
H 0.1754 3.6533 2.3290
O 2.4310 -0.8407 3.6355
H 1.9453 -0.8151 4.4628
H 2.6522 0.1001 3.5106
O 2.7412 1.4504 2.1433
H 1.8433 1.8060 2.0335
H 3.1286 1.5428 1.2477
O -0.4769 -3.1904 -1.2623
H 0.3494 -3.5948 -1.5443
H -0.3556 -2.2375 -1.1965
O -2.8099 0.5021 -3.7160
H -3.6324 0.1518 -3.3675
H -2.0776 -0.0079 -3.3661
O 2.1530 -1.1107 0.7959
H 1.8753 -1.0859 1.7311
H 2.9561 -0.5819 0.9208
O 3.4763 2.0795 -0.4161
H 2.8220 1.6308 -0.9490
H 4.3392 1.6598 -0.4858
O 4.6363 -0.5615 -0.2666
H 3.9966 -0.9829 -0.8440
H 4.9089 -1.1732 0.4161
*
```

Properties
* energy relative to the best compared isomer or geometry (same formula, charge and spin): 0.0 kcal/mol
* SMILES: CCNCCSS.O.O.O.O.O.O.O.O.O.O.O
* total energy: -50366.427 eV
* HOMO-LUMO gap: 8.988 eV